{
  "formula": "C2H3AgO",
  "method": "wB97M-V/def2-TZVPD",
  "species": ["O", "C", "C", "H", "H", "H", "Ag"],
  "xyz": [[0.3517, 1.6268, -1.1986], [0.4526, 0.4805, -1.3642], [0.2409, -0.6817, -0.7515], [1.1020, -1.1131, -0.2322], [-0.7276, -0.2186, 2.9698], [-0.7119, -1.1700, -0.9774], [-0.7076, 1.0762, 1.5541]],
  "charge": 1,
  "energy_ha": -299.74598,
  "multiplicity": 2,
  "lumo_ev": [-6.0, -8.5],
  "e_above_lowest_kcal_mol": 65.98,
  "largest_force_ha_per_bohr": 0.08222,
  "homo_lumo_gap_ev": [8.25, 5.50]
}


{
  "formula": "C4H6O2",
  "method": "wB97M-V/def2-TZVPD",
  "species": ["C", "C", "O", "C", "C", "O", "H", "H", "H", "H", "H", "H"],
  "xyz": [[-1.6282, 0.0271, 0.6411], [-0.5967, -0.4015, -0.5125], [0.4175, -1.2564, -0.1830], [1.3318, -0.4071, 0.3531], [0.9682, 0.9704, 0.2424], [-0.0364, 0.9876, -0.7225], [-1.1694, 0.3999, 1.5440], [-2.3480, -0.7343, 0.8244], [-2.1659, 0.8886, 0.1352], [-1.2396, -0.6564, -1.3399], [2.1290, -0.8022, 0.8689], [1.2954, 1.9221, 0.8672]],
  "energy_ha": -306.39012,
  "multiplicity": 1,
  "lumo_ev": 1.0,
  "e_above_lowest_kcal_mol": 72.90,
  "largest_force_ha_per_bohr": 0.10958,
  "homo_lumo_gap_ev": 8.94
}


{
  "formula": "C27H29F4N3O5PtSe",
  "method": "wB97M-V/def2-TZVPD",
  "species": ["Pt", "C", "C", "N", "C", "C", "C", "O", "O", "C", "O", "C", "C", "C", "F", "C", "C", "C", "N", "C", "C", "N", "C", "C", "H", "H", "H", "H", "H", "H", "H", "H", "H", "H", "H", "H", "H", "H", "H", "H", "H", "H", "C", "C", "C", "C", "C", "C", "Se", "C", "C", "C", "H", "H", "H", "H", "H", "H", "H", "H", "H", "H", "H", "F", "C", "F", "F", "C", "O", "O"],
  "xyz": [[-4.3298, -0.6787, 0.0726], [-0.1317, -2.9976, -5.7936], [-0.6071, -1.5606, -5.6763], [-1.0362, -1.2234, -4.3055], [-2.3346, -1.3193, -4.0018], [-2.8757, -1.1130, -2.7592], [-4.3727, -1.3371, -2.6994], [-4.9865, -1.3789, -3.7380], [-4.9116, -1.5960, -1.5376], [-2.0234, -0.7436, -1.6981], [-2.3877, -0.4956, -0.5065], [-0.6052, -0.6305, -2.0178], [0.3101, -0.2651, -1.0231], [1.6383, -0.1740, -1.3163], [2.4947, 0.2354, -0.3536], [2.1461, -0.4704, -2.5928], [1.2443, -0.8248, -3.5746], [-0.1321, -0.8877, -3.3140], [3.5257, -0.4322, -2.9170], [3.9548, 0.5854, -3.8612], [5.2099, 0.1304, -4.5810], [6.2716, -0.1740, -3.5554], [5.7923, -1.1969, -2.5560], [4.5247, -0.6841, -1.8962], [0.1512, -3.2088, -6.8242], [-0.9261, -3.6891, -5.5142], [0.7291, -3.1961, -5.1541], [-1.4660, -1.3800, -6.3189], [0.1553, -0.8440, -5.9791], [-3.0091, -1.5752, -4.8097], [-0.0470, -0.0349, -0.0287], [1.6315, -1.0986, -4.5447], [4.1450, 1.5489, -3.3597], [3.1809, 0.7637, -4.6044], [5.6023, 0.8902, -5.2538], [5.0382, -0.7964, -5.1256], [6.5127, 0.6883, -3.0595], [7.1269, -0.4947, -4.0120], [6.5938, -1.3581, -1.8380], [5.6064, -2.1110, -3.1168], [4.7558, 0.2078, -1.2963], [4.1748, -1.4520, -1.2093], [-0.0150, 3.1331, 8.1935], [-0.4112, 2.3876, 6.9745], [-1.2126, 1.2367, 7.0753], [-1.5877, 0.5301, 5.9694], [-2.4732, -0.6617, 6.1197], [-1.1292, 0.9968, 4.6460], [-1.6309, 0.1069, 3.2090], [-0.3067, 2.2129, 4.5593], [0.1909, 2.7469, 3.2551], [0.0300, 2.8483, 5.7149], [-0.5268, 2.7804, 9.0842], [-0.1960, 4.2017, 8.0611], [1.0644, 3.0206, 8.3408], [-1.5422, 0.9174, 8.0551], [-2.5680, -0.9263, 7.1697], [-2.0988, -1.5208, 5.5660], [-3.4703, -0.4461, 5.7291], [-0.4068, 2.4193, 2.4109], [1.2178, 2.4089, 3.0937], [0.2043, 3.8353, 3.2847], [0.6378, 3.7442, 5.6790], [-5.3999, 1.1376, 3.5500], [-5.3069, 0.1375, 2.7123], [-4.9875, -0.9626, 3.3718], [-4.1075, 0.4443, 1.9400], [-6.5142, -0.0408, 1.7257], [-7.5533, 0.4341, 2.0774], [-6.2345, -0.7500, 0.6837]],
  "charge": 2,
  "energy_ha": -4506.36317,
  "multiplicity": 1,
  "lumo_ev": [-8.3, -8.2],
  "largest_force_ha_per_bohr": 0.00732,
  "homo_lumo_gap_ev": [4.60, 4.61]
}


{
  "formula": "ILiNO7S",
  "method": "wB97M-V/def2-TZVPD",
  "species": ["Li", "N", "O", "O", "O", "I", "S", "O", "O", "O", "O"],
  "xyz": [[-20.0072, 20.3395, -13.7975], [-18.8474, 18.1517, -15.9450], [-19.8691, 17.8872, -16.6017], [-18.7758, 19.2573, -15.3260], [-18.0173, 17.2715, -15.5722], [-22.3577, 18.7389, -13.4214], [-18.4473, 22.4839, -11.9513], [-18.0856, 23.4046, -12.9985], [-18.3889, 23.1852, -10.6391], [-19.8562, 22.0082, -12.1470], [-17.4622, 21.3969, -12.0137]],
  "charge": -3,
  "energy_ha": -1284.77305,
  "multiplicity": 1,
  "lumo_ev": 7.0,
  "e_above_lowest_kcal_mol": 0.00,
  "largest_force_ha_per_bohr": 0.07492,
  "homo_lumo_gap_ev": 4.78
}


{
  "formula": "C9H14O",
  "method": "wB97M-V/def2-TZVPD",
  "species": ["C", "C", "C", "C", "C", "O", "C", "C", "H", "H", "H", "H", "H", "H", "H", "H", "C", "C", "H", "H", "H", "H", "H", "H"],
  "xyz": [[-0.5375, -1.5241, -1.2385], [-0.6374, -0.0285, -1.2965], [-1.1437, 0.6946, -0.2371], [-1.2661, 2.0866, -0.2771], [-0.9611, 2.7133, -1.4691], [-1.2026, 4.0590, -1.6704], [-0.4292, 2.0175, -2.5477], [-0.3375, 0.6420, -2.4884], [0.4493, -1.8267, -0.8598], [-0.5727, -1.9820, -2.2306], [-1.2728, -2.0388, -0.6301], [-1.4162, 0.1727, 0.6724], [-1.5071, 2.6405, 0.6171], [-1.9223, 4.3343, -1.0929], [-0.2143, 2.5785, -3.4456], [-0.0148, 0.0618, -3.3436], [1.2968, -1.5819, 3.3217], [1.9483, -2.0932, 2.0346], [1.3791, -2.3146, 4.1310], [1.8510, -0.7183, 3.6947], [0.2552, -1.2673, 3.2378], [1.5619, -3.0837, 1.8179], [1.6646, -1.4858, 1.1767], [3.0291, -2.0559, 2.1233]],
  "energy_ha": -426.56184,
  "multiplicity": 1,
  "lumo_ev": 0.9,
  "e_above_lowest_kcal_mol": 6.87,
  "largest_force_ha_per_bohr": 0.02212,
  "homo_lumo_gap_ev": 9.34
}